Record 1
ORCA calculation (the ωB97M-V functional and the def2-TZVPD basis) on 4 unconnected molecules or ions with the total composition C3H15N2O3 at a distorted geometry.

Its charge is +1. Its gap between HOMO and LUMO is 9.22 eV. As for the energy above the lowest of the compared OMol25 structures with the same formula, charge and spin: 275.78 kJ/mol. The value obtained for the HOMO energy is -12.26 eV. The calculation puts the molar mass at 127.164 g mol⁻¹. The calculation puts the LUMO energy at -3.0 eV. As for the spin multiplicity: 1. The electronic energy is -458.226471 Ha.

Last column: natural (NBO) charge in e.
Positions of all 23 atoms, in Å:
O1 2.686 2.086 -1.525  -1.02
O2 -4.356 -3.083 0.003  -0.99
O3 3.409 -0.297 -1.607  -0.95
N1 0.240 1.845 0.194  -0.69
N2 -1.248 -1.467 0.007  -0.82
C1 -0.107 0.282 2.157  -0.65
C2 -0.871 -0.220 -0.335  0.03
C3 -0.386 0.553 0.715  -0.02
H1 -4.967 -3.575 0.684  0.51
H2 -1.189 -1.839 1.084  0.44
H3 -0.360 2.368 -0.503  0.44
H4 -0.537 1.015 2.729  0.23
H5 0.310 2.570 0.888  0.43
H6 3.272 1.292 -1.631  0.51
H7 3.625 -1.122 -2.123  0.51
H8 -1.672 -1.985 -0.803  0.43
H9 2.661 -0.517 -1.078  0.48
H10 2.883 2.659 -2.277  0.49
H11 0.981 0.291 2.386  0.24
H12 -4.042 -2.138 0.238  0.48
H13 1.135 1.698 -0.195  0.46
H14 -0.775 0.154 -1.383  0.23
H15 -0.692 -0.569 2.377  0.23


Record 2
ORCA calculation (the ωB97M-V functional and the def2-TZVPD basis) on 4 unconnected molecules or ions with the total composition C3H15N2O3 at a distorted geometry.

Its charge is +1. Its gap between HOMO and LUMO is 9.25 eV. As for the energy above the lowest of the compared OMol25 structures with the same formula, charge and spin: 132.15 kJ/mol. The value obtained for the HOMO energy is -12.06 eV. The calculation puts the molar mass at 127.164 g mol⁻¹. The calculation puts the LUMO energy at -2.8 eV. As for the spin multiplicity: 1. The electronic energy is -458.281178 Ha.

Last column: natural (NBO) charge in e.
Positions of all 23 atoms, in Å:
O1 -0.733 -3.565 -0.280  -0.97
O2 -1.038 2.678 2.183  -0.96
O3 0.096 -0.417 2.921  -0.99
N1 0.922 -0.742 0.205  -0.67
N2 -1.204 0.444 -2.534  -0.78
C1 1.337 1.425 -0.979  -0.65
C2 -0.397 -0.306 -1.736  0.03
C3 0.594 0.117 -0.958  -0.01
H1 -0.690 -1.349 -1.638  0.22
H2 0.802 2.190 -0.434  0.23
H3 -0.919 1.320 -2.933  0.40
H4 1.722 -0.547 0.808  0.45
H5 -1.959 -0.052 -2.970  0.41
H6 2.318 1.284 -0.551  0.22
H7 -1.457 -4.132 -0.577  0.50
H8 0.260 -0.245 3.857  0.50
H9 1.098 -1.740 0.040  0.44
H10 -1.204 3.468 1.660  0.48
H11 0.089 -4.012 -0.501  0.48
H12 -0.609 0.189 2.651  0.49
H13 -0.545 2.979 2.953  0.48
H14 0.110 -0.758 0.819  0.46
H15 1.407 1.771 -2.007  0.24


Record 3
ORCA calculation (the ωB97M-V functional and the def2-TZVPD basis) on 4 unconnected molecules or ions with the total composition C3H15NO3 at a distorted geometry.

Its charge is 0. Its gap between HOMO and LUMO is 10.37 eV. As for the energy above the lowest of the compared OMol25 structures with the same formula, charge and spin: 65.33 kJ/mol. Its SMILES is CC(C)N.O.O.O. The value obtained for the HOMO energy is -9.62 eV. The calculation puts the molar mass at 113.157 g mol⁻¹. The calculation puts the LUMO energy at 0.7 eV. As for the spin multiplicity: 1. The electronic energy is -403.762365 Ha.

Last column: natural (NBO) charge in e.
Positions of all 22 atoms, in Å:
O1 -2.625 -0.204 -2.588  -0.95
O2 -0.853 2.364 -1.360  -0.96
O3 1.021 2.477 0.881  -0.97
N1 1.699 -0.489 1.477  -0.86
C1 0.623 -1.091 0.681  -0.06
C2 -0.570 -1.466 1.601  -0.61
C3 1.037 -2.326 -0.107  -0.62
H1 -0.729 -0.667 2.317  0.21
H2 -3.264 0.019 -3.278  0.46
H3 -2.399 0.658 -2.213  0.48
H4 2.403 -1.195 1.673  0.37
H5 2.154 0.269 0.981  0.35
H6 -0.290 -2.361 2.142  0.20
H7 0.180 -2.753 -0.626  0.22
H8 -0.003 2.349 -0.893  0.49
H9 1.821 -2.109 -0.833  0.21
H10 0.218 -0.404 -0.071  0.19
H11 0.633 2.957 1.622  0.49
H12 1.453 -3.092 0.553  0.19
H13 -0.581 2.515 -2.274  0.46
H14 0.998 1.535 1.086  0.48
H15 -1.473 -1.476 1.000  0.22


Record 4
ORCA calculation (the ωB97M-V functional and the def2-TZVPD basis) on 4 unconnected molecules or ions with the total composition C3H15NO3S at a distorted geometry.

Its charge is 0. Its gap between HOMO and LUMO is 9.70 eV. As for the energy above the lowest of the compared OMol25 structures with the same formula, charge and spin: 67.24 kJ/mol. Its SMILES is CNCCS.O.O.O. The value obtained for the HOMO energy is -9.17 eV. The calculation puts the molar mass at 145.224 g mol⁻¹. The calculation puts the LUMO energy at 0.5 eV. As for the spin multiplicity: 1. The electronic energy is -801.924069 Ha.

Last column: natural (NBO) charge in e.
Positions of all 23 atoms, in Å:
S1 0.120 2.127 -0.818  -0.08
O1 0.117 -2.374 -2.175  -0.97
O2 0.193 0.170 -3.346  -0.97
O3 0.525 0.665 3.701  -0.94
N1 -0.617 -1.084 1.536  -0.60
C1 -0.558 1.262 0.639  -0.51
C2 -0.101 -0.180 0.499  -0.25
C3 -0.012 -2.419 1.350  -0.43
H1 1.019 -2.369 1.726  0.18
H2 -0.474 -0.496 -0.488  0.18
H3 0.693 -2.859 -2.771  0.47
H4 -0.412 1.837 1.555  0.23
H5 0.196 -1.442 -2.441  0.49
H6 -0.520 -3.096 2.045  0.20
H7 -1.589 -1.213 1.270  0.34
H8 -1.658 1.308 0.545  0.21
H9 -0.411 3.342 -0.570  0.15
H10 0.819 0.681 2.790  0.47
H11 0.955 -0.081 4.128  0.47
H12 0.077 -2.751 0.317  0.21
H13 0.996 -0.199 0.445  0.19
H14 0.137 0.718 -2.539  0.48
H15 -0.207 0.765 -3.990  0.48


Record 5
ORCA calculation (the ωB97M-V functional and the def2-TZVPD basis) on 4 unconnected molecules or ions with the total composition C3H15NO3S at a distorted geometry.

Its charge is 0. Its gap between HOMO and LUMO is 9.74 eV. As for the energy above the lowest of the compared OMol25 structures with the same formula, charge and spin: 202.01 kJ/mol. Its SMILES is C[C@H](N)CS.O.O.O. The value obtained for the HOMO energy is -9.28 eV. The calculation puts the molar mass at 145.224 g mol⁻¹. The calculation puts the LUMO energy at 0.5 eV. As for the spin multiplicity: 1. The electronic energy is -801.872738 Ha.

Last column: natural (NBO) charge in e.
Positions of all 23 atoms, in Å:
S1 2.286 -1.276 -0.780  -0.04
O1 2.562 1.859 1.443  -0.93
O2 -0.912 1.361 1.933  -0.96
O3 -1.439 -3.497 0.238  -0.96
N1 -0.972 -1.225 -0.416  -0.86
C1 1.156 0.094 -0.386  -0.55
C2 -1.127 1.151 -1.143  -0.66
C3 -0.320 -0.103 -1.117  -0.04
H1 -0.847 -1.077 0.491  0.36
H2 -1.772 1.357 -1.971  0.22
H3 1.391 -2.241 -0.402  0.15
H4 -1.139 1.693 2.758  0.47
H5 -2.280 -2.930 0.379  0.45
H6 1.043 0.229 0.659  0.19
H7 -0.077 -0.530 -2.112  0.20
H8 -2.035 -1.321 -0.745  0.37
H9 0.133 1.329 1.883  0.49
H10 -0.461 1.994 -1.226  0.21
H11 -0.934 -3.049 -0.446  0.49
H12 -1.761 1.371 -0.355  0.24
H13 1.566 1.118 -0.643  0.22
H14 2.629 1.331 0.638  0.47
H15 3.308 2.363 1.321  0.47


Repeat the third record exactly.
ORCA calculation (the ωB97M-V functional and the def2-TZVPD basis) on 4 unconnected molecules or ions with the total composition C3H15NO3 at a distorted geometry.

Its charge is 0. Its gap between HOMO and LUMO is 10.37 eV. As for the energy above the lowest of the compared OMol25 structures with the same formula, charge and spin: 65.33 kJ/mol. Its SMILES is CC(C)N.O.O.O. The value obtained for the HOMO energy is -9.62 eV. The calculation puts the molar mass at 113.157 g mol⁻¹. The calculation puts the LUMO energy at 0.7 eV. As for the spin multiplicity: 1. The electronic energy is -403.762365 Ha.

Last column: natural (NBO) charge in e.
Positions of all 22 atoms, in Å:
O1 -2.625 -0.204 -2.588  -0.95
O2 -0.853 2.364 -1.360  -0.96
O3 1.021 2.477 0.881  -0.97
N1 1.699 -0.489 1.477  -0.86
C1 0.623 -1.091 0.681  -0.06
C2 -0.570 -1.466 1.601  -0.61
C3 1.037 -2.326 -0.107  -0.62
H1 -0.729 -0.667 2.317  0.21
H2 -3.264 0.019 -3.278  0.46
H3 -2.399 0.658 -2.213  0.48
H4 2.403 -1.195 1.673  0.37
H5 2.154 0.269 0.981  0.35
H6 -0.290 -2.361 2.142  0.20
H7 0.180 -2.753 -0.626  0.22
H8 -0.003 2.349 -0.893  0.49
H9 1.821 -2.109 -0.833  0.21
H10 0.218 -0.404 -0.071  0.19
H11 0.633 2.957 1.622  0.49
H12 1.453 -3.092 0.553  0.19
H13 -0.581 2.515 -2.274  0.46
H14 0.998 1.535 1.086  0.48
H15 -1.473 -1.476 1.000  0.22


Which of these has the lowest gap between HOMO and LUMO?
number 1


The highest gap between HOMO and LUMO belongs to which entry?
C3H15NO3